1.
{
  "formula": "C4H12CoO6",
  "method": "ωB97M-V/def2-TZVPD",
  "species": ["Co", "O", "C", "C", "O", "H", "H", "H", "H", "O", "C", "C", "O", "H", "H", "H", "H", "O", "H", "H", "O", "H", "H"],
  "coordinates": [[0.0569, 0.0385, -0.0714], [-1.3172, -0.5447, -1.5741], [-2.3953, -1.2449, -0.9121], [-2.2533, -1.6011, 0.5741], [-1.2867, -0.8983, 1.3881], [-2.6968, -2.0761, -1.5495], [-3.2496, -0.5689, -0.9485], [-1.9905, -2.6587, 0.5478], [-3.1812, -1.5502, 1.1438], [1.3074, 1.4411, -1.2043], [2.4036, 1.6136, -0.3706], [2.3403, 1.2355, 1.1782], [1.4689, 0.2192, 1.6429], [2.7851, 2.6344, -0.3924], [3.2803, 1.1527, -0.8257], [2.0843, 2.0995, 1.7915], [3.3668, 0.9984, 1.4577], [-1.1933, 1.7920, 0.1664], [-2.1467, 1.7439, 0.0958], [-0.9651, 2.6312, -0.2335], [1.1082, -1.7771, -0.5686], [0.7279, -2.3576, -1.2278], [1.7461, -2.3224, -0.1079]],
  "forces_ev_per_a": [[-0.4, 0.0, 1.1], [0.7, -0.8, 2.4], [0.3, 2.4, -0.9], [1.8, -0.3, 1.3], [0.2, 0.4, -3.3], [0.1, -0.6, 0.3], [-0.5, 0.4, -0.2], [0.3, -0.6, 0.4], [-0.6, 0.1, -0.5], [-1.4, -1.4, 2.0], [0.4, 0.0, 0.3], [-0.6, -0.6, 0.1], [-0.8, 0.3, -3.2], [-0.3, 0.9, 0.2], [0.3, -1.1, 0.0], [-0.1, 0.8, -0.2], [0.5, -0.1, 0.0], [0.0, 0.4, 0.5], [-0.2, -0.6, 0.1], [0.6, 0.0, -0.4], [0.2, -0.2, -0.3], [-0.6, 0.2, -0.4], [0.2, 0.4, 0.6]],
  "total_charge": -1,
  "multiplicity": 5,
  "lumo_ev": [3.23, 2.50]
}



2.
{
  "formula": "C20H22N4O4S",
  "method": "ωB97M-V/def2-TZVPD",
  "species": ["C", "C", "C", "C", "C", "C", "O", "C", "C", "C", "C", "C", "O", "N", "C", "C", "C", "C", "C", "C", "S", "N", "O", "O", "C", "C", "N", "N", "C", "H", "H", "H", "H", "H", "H", "H", "H", "H", "H", "H", "H", "H", "H", "H", "H", "H", "H", "H", "H", "H", "H"],
  "coordinates": [[-4.7905, -2.8688, 1.0327], [-4.2194, -1.6012, 0.4682], [-5.0041, -0.4524, 0.3960], [-4.5153, 0.7273, -0.1256], [-5.3546, 1.9643, -0.2097], [-3.1942, 0.7838, -0.6013], [-2.7785, 1.9556, -1.1093], [-2.3871, -0.3624, -0.5304], [-1.0109, -0.3414, -1.0005], [0.0017, -1.3004, -0.7873], [1.1192, -0.8027, -1.4358], [2.5210, -1.2296, -1.5164], [3.3340, -0.6428, -2.2075], [2.8458, -2.3079, -0.7448], [4.2131, -2.5067, -0.3223], [4.4707, -1.8665, 1.0654], [3.7684, -0.5395, 1.0803], [2.4935, -0.4373, 1.6292], [1.7073, 0.6738, 1.3789], [2.2102, 1.6810, 0.5822], [1.1216, 2.9641, 0.0143], [1.6855, 4.3143, 0.8453], [1.3731, 3.1827, -1.3817], [-0.2137, 2.6802, 0.4510], [3.5050, 1.6430, 0.1031], [4.2879, 0.5335, 0.3615], [0.7382, 0.3745, -1.9883], [-0.5197, 0.6649, -1.7261], [-2.9213, -1.5374, 0.0058], [-4.0468, -3.6619, 1.0401], [-5.1390, -2.7094, 2.0526], [-5.6419, -3.1992, 0.4385], [-6.0231, -0.4873, 0.7558], [-6.3245, 1.8114, 0.2565], [-4.8417, 2.7908, 0.2787], [-5.4981, 2.2455, -1.2520], [-1.8265, 1.9052, -1.3174], [-0.0826, -2.2194, -0.2447], [2.1295, -2.6737, -0.1370], [4.8347, -2.0223, -1.0777], [4.4399, -3.5750, -0.2972], [4.0739, -2.5132, 1.8496], [5.5449, -1.7572, 1.2111], [2.0954, -1.2516, 2.2177], [0.6936, 0.7492, 1.7390], [1.9370, 5.0597, 0.2165], [1.0219, 4.6268, 1.5352], [3.8616, 2.4522, -0.5125], [5.2831, 0.4693, -0.0505], [1.3271, 1.0378, -2.4723], [-2.3053, -2.4235, 0.0433]],
  "forces_ev_per_a": [[0.0, 0.1, 0.0], [0.1, -0.1, 0.0], [0.3, 0.0, -0.1], [0.0, 0.1, -0.1], [0.1, 0.0, 0.0], [-0.1, -0.6, 0.2], [0.0, 0.2, 0.0], [-0.4, 0.3, 0.0], [0.6, -0.1, -0.2], [0.3, 0.2, -0.3], [-0.8, 0.2, -0.1], [0.2, -0.3, -0.1], [-0.1, 0.2, -0.1], [-0.2, -0.3, -0.1], [0.3, -0.1, 0.0], [-0.1, 0.0, -0.2], [0.0, 0.1, 0.3], [0.2, 0.2, 0.0], [-0.2, 0.0, 0.1], [-0.4, 0.2, -0.1], [0.1, 0.7, 0.6], [-0.2, -0.7, -0.4], [0.4, 0.2, 0.0], [0.2, 0.0, 0.4], [0.2, 0.0, 0.0], [-0.1, 0.1, 0.2], [0.5, -0.5, 0.1], [-0.5, 0.2, -0.1], [-0.1, 0.2, 0.0], [0.0, -0.1, 0.0], [0.0, -0.1, 0.1], [-0.1, -0.1, 0.0], [-0.1, 0.0, 0.0], [-0.1, 0.0, 0.0], [-0.1, 0.1, 0.0], [-0.1, 0.1, -0.1], [0.0, 0.0, -0.1], [0.0, -0.2, 0.1], [0.0, 0.1, -0.1], [0.0, -0.1, 0.1], [0.1, 0.1, -0.1], [0.0, 0.0, 0.0], [0.0, -0.1, 0.1], [-0.1, -0.1, 0.0], [-0.1, -0.1, 0.1], [0.1, 0.1, -0.3], [-0.2, 0.0, 0.2], [0.2, 0.1, -0.1], [0.1, 0.0, -0.1], [0.0, 0.0, 0.1], [0.1, -0.1, 0.0]],
  "smiles": "Cc1cc(C)c(O)c(-c2cc(C(=O)NCCc3ccc(S(N)(=O)=O)cc3)[nH]n2)c1",
  "multiplicity": 1,
  "de_lowest_kcal_mol": 20.8,
  "lumo_ev": 0.39
}



3.
{
  "formula": "C3HCl5",
  "method": "ωB97M-V/def2-TZVPD",
  "species": ["Cl", "C", "C", "Cl", "Cl", "C", "Cl", "Cl", "H"],
  "coordinates": [[0.5767, 2.1320, -0.0034], [0.4977, 0.3907, 0.0547], [1.5466, -0.3937, -0.7225], [1.0470, -1.8115, -1.6747], [2.7513, 0.5214, -1.5846], [1.5367, -0.3763, 0.7980], [2.8192, 0.5651, 1.5849], [0.9852, -1.7977, 1.6261], [-0.4105, -0.1087, 0.1791]],
  "forces_ev_per_a": [[-0.6, -0.4, 0.1], [1.6, 0.6, -0.4], [-0.4, -0.1, -0.6], [0.1, 0.5, 0.7], [0.1, -0.2, 0.1], [1.3, 0.4, 0.1], [-0.5, -0.8, 0.0], [0.2, 0.0, 0.2], [-1.7, -0.1, -0.3]],
  "smiles": "ClC1C(Cl)(Cl)C1(Cl)Cl",
  "multiplicity": 1,
  "de_lowest_kcal_mol": 0.0,
  "lumo_ev": 0.24
}



4.
{
  "formula": "C5H11N3O",
  "method": "ωB97M-V/def2-TZVPD",
  "species": ["H", "N", "C", "C", "C", "N", "O", "C", "C", "N", "H", "H", "H", "H", "H", "H", "H", "H", "H", "H"],
  "coordinates": [[2.4585, -0.6989, -0.5139], [1.7124, -1.1476, 0.0198], [0.5266, -0.7829, -0.3487], [0.1388, 0.5421, -0.8534], [0.6867, 1.6976, -0.4368], [1.7792, 1.8153, 0.4016], [0.1352, 2.8743, -0.8448], [-0.6396, -1.5714, 0.3660], [-1.6390, -0.7227, 1.1283], [-1.1676, -2.2107, -0.8146], [-0.7372, 0.6139, -1.4815], [1.7632, 2.6088, 1.0304], [2.0363, 0.9527, 0.8663], [0.7644, 3.5927, -0.7075], [-0.1729, -2.3322, 0.9959], [-2.4471, -1.3607, 1.4754], [-2.0736, 0.0523, 0.4993], [-1.1517, -0.2581, 1.9863], [-1.7814, -1.5685, -1.3153], [-0.1911, -2.0959, -1.4526]],
  "forces_ev_per_a": [[-0.2, 0.3, 0.0], [-0.4, -0.5, -1.1], [0.4, 1.5, 4.8], [0.0, -0.4, -1.0], [0.1, -0.3, 0.0], [0.1, 0.2, 0.0], [0.1, -0.1, 0.2], [1.4, 1.3, -0.7], [0.2, -0.3, -0.1], [2.5, -0.4, -3.3], [0.0, 0.2, -0.1], [-0.1, -0.1, -0.1], [0.0, 0.0, -0.1], [0.0, -0.1, 0.0], [-0.1, 0.1, 0.0], [-0.1, -0.1, 0.2], [0.0, 0.1, 0.0], [-0.1, 0.0, 0.0], [-0.2, 0.0, 0.2], [-3.7, -1.5, 1.2]],
  "smiles": "[H]/N=C(\\C=C(/N)O)[C@@H](C)N",
  "multiplicity": 1,
  "de_lowest_kcal_mol": 55.9,
  "lumo_ev": 0.46
}



5.
{
  "formula": "C3H5N3O",
  "method": "ωB97M-V/def2-TZVPD",
  "species": ["N", "C", "C", "N", "C", "N", "O", "H", "H", "H", "H", "H"],
  "coordinates": [[2.0411, 0.1330, 0.0166], [1.2221, 1.0578, 0.2622], [-0.0323, 1.3906, -0.1441], [-1.1402, 0.6558, 0.1327], [-1.2137, -0.7726, 0.1185], [-0.0517, -1.3914, -0.2544], [-2.3053, -1.2558, 0.3917], [2.8722, 0.0148, 0.5893], [-0.1920, 2.3575, -0.6065], [-2.0459, 1.1006, 0.1104], [1.0895, -0.8954, -0.3915], [-0.2437, -2.3948, -0.2248]],
  "forces_ev_per_a": [[0.2, 0.6, 0.0], [-0.1, -0.6, -0.5], [0.2, 0.2, 0.1], [0.0, 0.0, 0.0], [0.3, 0.5, -0.1], [0.5, 0.2, -0.1], [1.0, -0.2, -0.3], [-0.2, 0.2, 0.3], [0.1, 0.0, 0.0], [0.1, -0.1, 0.2], [-2.8, -1.2, 0.5], [0.6, 0.4, -0.1]],
  "smiles": "N=C=CNC(N)=O",
  "multiplicity": 1,
  "de_lowest_kcal_mol": 65.1,
  "lumo_ev": -0.02
}



6.
{
  "formula": "C7H9N",
  "method": "ωB97M-V/def2-TZVPD",
  "species": ["C", "C", "C", "C", "C", "C", "C", "N", "H", "H", "H", "H", "H", "H", "H", "H", "H"],
  "coordinates": [[0.3234, -3.5104, -0.3385], [-0.2411, -2.0851, -0.2921], [0.5631, -1.0468, -0.0032], [0.1420, 0.3307, 0.0872], [0.1548, 1.1462, 1.2439], [-0.3456, 2.4331, 0.9130], [-0.3878, 2.4974, -0.4789], [-0.1852, 1.1492, -0.9591], [0.0406, -3.8891, -1.3231], [-0.2263, -4.1620, 0.3991], [1.3693, -3.4934, -0.0143], [-1.3178, -2.1221, -0.4825], [1.5759, -1.1226, 0.5435], [0.4370, 0.9606, 2.2326], [-0.6594, 3.2768, 1.5689], [-0.8368, 3.1891, -1.0991], [-0.3395, 0.7276, -1.8997]],
  "forces_ev_per_a": [[-1.3, 0.5, 1.4], [1.5, -1.2, 0.3], [0.2, -0.5, 1.3], [0.0, 2.6, 1.5], [-1.1, 0.2, -1.6], [0.6, 0.6, -1.5], [-0.5, -3.6, 1.2], [-0.2, 0.7, -0.1], [0.8, -0.3, 0.0], [0.4, 0.6, -0.6], [-0.1, -0.3, -0.8], [0.3, 1.1, -0.2], [-1.4, -0.8, -1.5], [0.3, -1.0, 1.1], [0.7, -0.9, -0.5], [-0.6, 1.3, -1.2], [0.3, 1.1, 1.2]],
  "smiles": "C/C=C/c1ccc[nH]1",
  "multiplicity": 1,
  "de_lowest_kcal_mol": 43.5,
  "lumo_ev": 1.08
}